{"formula": "C34H32F4N2O3PdS", "method": "ωB97M-V/def2-TZVPD", "e_tot_ev": -70080.0065, "spin_multiplicity": 1, "homo_energy_ev": -7.73, "orbital_gap_ev": 6.457, "relative_energy_kcal_mol": 29.0, "elements": ["Pd", "C", "C", "N", "C", "C", "C", "C", "N", "C", "C", "F", "C", "F", "C", "C", "F", "C", "F", "H", "H", "H", "H", "H", "H", "H", "H", "H", "H", "H", "H", "H", "H", "H", "C", "C", "C", "C", "C", "C", "C", "S", "O", "O", "O", "H", "H", "H", "H", "H", "H", "H", "C", "C", "C", "C", "C", "C", "C", "C", "C", "C", "C", "C", "C", "C", "C", "H", "H", "H", "H", "H", "H", "H", "H", "H", "H"], "coordinates": [[0.525, 1.268, 0.175], [-0.982, 4.700, 0.114], [0.458, 4.438, -0.288], [1.185, 3.323, 0.378], [1.268, 3.536, 1.852], [1.966, 4.814, 2.303], [2.507, 3.247, -0.294], [3.325, 2.082, 0.190], [2.480, 0.893, 0.190], [3.034, -0.355, 0.159], [2.443, -1.401, 0.901], [1.367, -1.144, 1.663], [2.967, -2.673, 0.955], [2.337, -3.590, 1.707], [4.129, -3.015, 0.291], [4.739, -2.009, -0.427], [5.867, -2.269, -1.102], [4.223, -0.729, -0.498], [4.889, 0.150, -1.274], [-1.417, 5.368, -0.630], [-1.054, 5.192, 1.085], [-1.573, 3.790, 0.152], [1.053, 5.339, -0.103], [0.514, 4.239, -1.359], [1.769, 2.666, 2.278], [0.240, 3.513, 2.211], [2.965, 4.916, 1.879], [2.074, 4.787, 3.388], [1.393, 5.708, 2.055], [3.057, 4.189, -0.182], [2.302, 3.112, -1.356], [3.695, 2.275, 1.208], [4.201, 2.000, -0.449], [4.543, -4.011, 0.333], [-2.595, 0.399, 6.897], [-2.634, 0.476, 5.395], [-1.917, -0.423, 4.612], [-1.934, -0.327, 3.227], [-2.681, 0.667, 2.618], [-3.414, 1.564, 3.380], [-3.389, 1.463, 4.760], [-2.508, 0.897, 0.848], [-0.996, 0.302, -2.018], [-3.673, 1.706, 0.462], [-1.265, 1.861, 0.932], [-1.947, -0.409, 7.235], [-3.592, 0.228, 7.308], [-2.223, 1.332, 7.323], [-1.336, -1.203, 5.090], [-1.363, -1.025, 2.624], [-4.000, 2.323, 2.877], [-3.960, 2.162, 5.361], [-0.182, -0.186, -1.040], [-0.689, -1.076, -1.986], [-0.902, -2.154, -2.736], [-1.755, -1.980, -3.940], [-2.895, -1.178, -3.891], [-3.647, -0.958, -5.035], [-3.262, -1.523, -6.242], [-2.124, -2.316, -6.300], [-1.378, -2.549, -5.158], [-0.295, -3.461, -2.415], [0.890, -3.560, -1.687], [1.425, -4.800, -1.387], [0.786, -5.961, -1.802], [-0.400, -5.873, -2.515], [-0.937, -4.633, -2.820], [-3.208, -0.739, -2.952], [-4.533, -0.340, -4.980], [-3.846, -1.345, -7.135], [-1.811, -2.749, -7.242], [-0.485, -3.159, -5.211], [1.412, -2.665, -1.375], [2.348, -4.862, -0.826], [1.211, -6.928, -1.567], [-0.915, -6.771, -2.831], [-1.872, -4.574, -3.360]]}